[1]
Below is a structure of composition C38H27F6N3O4OsSb, with properties calculated with ωB97M-V/def2-TZVPD.

Atoms and positions in Å:
H: -0.50 -1.51 2.97
H: 2.56 0.21 -6.01
C: -2.67 -4.97 -1.67
C: -0.57 -6.16 -1.92
H: -0.40 -2.42 5.28
C: -1.81 4.20 1.61
H: 0.19 1.13 6.66
H: 4.76 0.81 -4.99
C: 1.07 -4.99 3.60
C: -1.94 -6.07 -2.08
O: 0.41 2.28 -0.42
N: 2.67 0.52 1.50
H: 4.20 -3.15 -3.39
C: 1.02 -4.47 2.32
C: -0.74 3.43 1.22
C: -0.06 -2.49 3.14
H: -3.74 -4.95 -1.81
H: 4.93 0.95 -2.54
H: 3.95 0.40 3.57
O: -0.51 1.00 4.24
C: 0.78 0.88 4.64
H: 2.49 0.93 7.56
C: 2.66 0.28 -4.94
C: 0.09 -5.10 -1.33
H: 4.39 0.56 6.01
O: 0.54 -0.22 -2.08
H: 1.42 -5.06 1.50
N: -0.64 3.02 -0.06
C: 3.16 0.56 -0.73
C: -1.55 3.36 -0.98
H: -0.54 0.83 3.28
C: 2.89 0.46 -2.16
N: 2.27 0.41 0.17
H: 5.61 -2.73 0.61
C: 1.64 0.55 2.29
H: -0.05 -7.04 -2.26
H: -1.89 4.50 2.64
C: 0.56 -4.23 4.64
F: 0.62 -4.72 5.89
C: -2.63 4.13 -0.64
H: 0.61 -0.24 -4.56
C: 5.00 -2.96 -1.42
H: 3.28 -2.60 1.44
H: -3.36 4.38 -1.39
C: -1.99 -3.92 -1.08
C: 2.67 -2.97 -1.88
C: -0.61 -3.97 -0.90
H: -3.63 5.15 0.97
H: 0.05 3.09 1.87
C: 1.03 0.97 6.01
C: -1.86 0.16 -0.20
C: 2.40 -2.82 -0.52
H: -1.36 2.95 -1.97
C: 1.64 0.11 -2.74
F: -2.50 -1.04 0.00
H: 4.18 0.77 -0.41
C: -2.77 4.55 0.67
H: 1.51 -5.96 3.81
C: 0.46 -3.22 2.08
C: 4.77 -2.81 -0.07
Os: 0.23 0.19 -0.14
F: 6.27 -3.02 -1.86
C: 3.14 0.56 4.27
F: -2.59 -7.10 -2.66
C: 3.46 -2.74 0.38
C: 1.57 0.03 -4.14
C: 3.98 0.70 -3.00
H: 1.86 -3.01 -2.59
F: -2.44 0.64 -1.35
C: 2.31 0.86 6.49
F: -2.42 0.96 0.79
H: -2.55 -3.05 -0.76
C: 3.97 -3.05 -2.34
C: 3.89 0.62 -4.37
O: 0.39 0.46 1.88
Sb: 0.42 -2.42 0.12
C: 1.85 0.67 3.75
H: 1.16 -5.16 -1.20
C: -0.01 -2.98 4.44
C: 3.38 0.65 5.62

Properties
Multiplicity ... 2
E_tot ... -2859.5934 hartree
Total charge ... 0
Frontier orbital gap (spin up / spin down) ... 7.24 / 7.16 eV
Energy above the lowest of the compared OMol25 structures with the same formula, charge and spin ... 0.0 kcal per mole

=====

[2]
Below is a cluster of 3 separate species, C38H28BrClFN3O12P3 in total at a distorted geometry, with properties calculated with ωB97M-V/def2-TZVPD.

Atoms and positions in Å:
H: -2.33 1.05 1.07
C: 8.60 2.63 -3.98
C: 4.59 -0.66 -1.21
C: -10.95 -4.38 2.53
C: 8.93 3.84 -3.38
C: 5.89 6.65 -2.23
H: 4.30 -0.79 0.92
Br: 0.54 -7.54 1.25
C: -8.20 -1.08 2.77
C: 6.59 4.39 -3.20
H: 4.03 -3.40 2.82
C: 6.26 3.18 -3.79
H: 1.72 -5.78 -0.66
O: 4.34 5.04 -2.99
H: -7.70 0.96 3.18
H: 7.00 1.36 -4.64
H: 6.82 10.03 -0.63
H: -6.03 -3.45 1.73
C: -10.54 -2.07 3.08
C: 4.89 7.57 -1.92
H: -4.47 -1.57 1.91
C: -6.39 -2.49 2.05
O: -3.15 0.53 1.07
C: -12.27 -4.24 2.93
H: 2.91 -5.48 0.57
O: 0.52 -4.96 2.18
H: 2.09 1.53 -0.71
H: 3.86 7.34 -2.13
C: 7.23 6.96 -1.97
C: 0.50 -3.31 -0.51
O: 4.84 -4.60 -0.32
C: -5.52 -1.42 2.15
Cl: -0.77 -4.44 -0.76
H: -5.32 0.67 2.62
C: 5.23 8.79 -1.35
H: 4.46 9.51 -1.12
H: 3.39 0.43 0.12
P: -2.97 -0.81 0.22
H: -10.60 -5.33 2.16
C: 8.31 6.00 -2.33
N: 2.74 -2.86 0.10
H: 5.22 2.92 -3.95
C: -7.33 0.00 2.86
C: -5.99 -0.17 2.55
C: 7.56 8.17 -1.39
H: -12.95 -5.08 2.86
H: -1.54 -1.94 1.37
C: -7.73 -2.32 2.35
C: 6.56 9.09 -1.08
O: 9.47 6.27 -2.10
O: -2.50 -1.96 1.23
O: 4.74 -1.62 -1.89
C: -8.66 -3.49 2.22
C: 7.93 4.72 -2.98
P: 1.02 0.71 -1.11
C: 1.34 -1.06 -0.62
C: 0.27 -1.96 -0.80
H: 9.38 1.95 -4.29
P: 4.46 -3.38 0.65
C: 1.92 -5.20 0.25
C: -1.08 -1.54 -1.34
C: -9.63 -0.89 3.15
O: -4.17 -1.11 -0.51
C: 5.51 5.34 -2.82
C: 7.26 2.30 -4.18
H: 5.08 -4.55 2.42
H: 5.03 -4.23 -1.20
C: 3.73 -0.59 0.02
H: 9.97 4.10 -3.22
O: -1.58 -2.11 -2.23
N: 4.18 -4.14 2.14
C: -12.73 -3.01 3.41
O: -1.70 -0.44 -0.77
H: 8.59 8.40 -1.18
H: -12.22 -0.98 3.85
C: -11.87 -1.93 3.48
C: 0.97 -5.66 1.34
C: 2.57 -1.54 -0.16
H: -0.01 1.05 -2.98
F: 5.16 0.49 -1.50
O: -8.25 -4.56 1.82
C: -10.08 -3.30 2.62
H: -0.12 1.16 -0.43
C: 1.74 -3.75 -0.05
O: -10.05 0.19 3.50
N: 0.89 0.72 -2.66
H: -13.75 -2.91 3.73

Properties
Multiplicity ... 1
E_tot ... -6690.0705 hartree
Total charge ... +1
Frontier orbital gap ... 5.33 eV

=====

[3]
Below is a structure of composition C38H29ClCrN9O2PS2, with properties calculated with ωB97M-V/def2-TZVPD.

Atoms and positions in Å:
C: -3.31 -1.11 -2.57
H: -4.66 2.13 -2.85
H: 2.97 -2.23 -2.78
H: 3.38 1.23 -0.39
C: -0.28 -2.64 4.35
S: 3.46 1.67 2.39
C: -4.76 -1.74 0.81
H: -5.82 -1.69 0.61
C: 1.53 2.09 -2.00
H: -2.51 -2.15 3.27
C: 3.77 2.98 -2.18
H: 1.43 -0.31 6.31
C: -2.04 1.79 2.96
H: -1.21 3.55 0.21
H: -2.89 1.57 -1.23
O: -0.70 0.43 1.91
O: 1.11 -2.96 1.31
C: -1.28 2.28 -2.47
C: -2.89 -2.01 2.27
H: -1.06 -4.51 4.58
C: 4.26 -3.13 -1.35
C: 3.08 -2.59 -1.76
N: 0.18 -1.72 3.54
C: -3.85 -1.59 -0.26
C: -4.28 -1.93 2.07
Cl: 5.61 -3.21 -2.43
C: 4.11 1.99 -3.09
C: -4.25 -1.33 -1.59
N: -0.93 -3.75 3.93
H: 3.42 -3.97 1.83
C: 4.39 -3.63 -0.04
H: -3.62 -0.88 -3.58
H: 0.49 3.48 0.66
H: 2.74 1.49 4.74
C: 2.00 -2.49 -0.86
C: -1.53 -1.45 -0.99
C: -2.47 -1.67 0.03
C: 1.75 0.09 3.38
H: -5.31 -1.28 -1.82
H: 4.51 3.72 -1.90
H: -0.78 -4.02 2.97
C: 0.73 -2.02 -1.33
H: 2.28 -0.06 -0.52
C: 2.59 1.07 3.75
Cr: 0.05 -1.37 1.49
C: -1.95 3.14 -4.62
C: 1.88 1.10 -2.92
P: -0.08 1.92 -1.14
C: -1.94 -1.16 -2.26
C: 2.11 -2.98 0.46
N: -0.19 -1.58 -0.54
N: 0.03 3.17 3.69
C: -3.28 2.89 -4.32
N: -4.42 2.46 3.68
N: 1.76 -0.22 2.02
C: -3.62 2.33 -3.09
C: 3.15 1.05 -3.47
C: 3.33 -3.58 0.83
S: 0.01 -2.30 6.02
H: 3.40 0.28 -4.20
C: 0.93 -0.77 4.22
H: -1.69 3.58 -5.58
C: 0.91 -0.90 5.57
H: 5.33 -4.06 0.26
C: -0.96 2.85 -3.70
N: -1.92 0.71 2.26
N: -2.01 -1.94 1.29
C: -0.89 2.56 3.35
H: 2.25 3.81 -0.93
N: 2.91 0.46 0.07
C: -2.62 2.02 -2.18
C: 2.63 0.53 1.38
H: -4.94 -2.00 2.92
H: -4.06 3.12 -5.04
H: 0.07 3.07 -3.94
C: -3.36 2.17 3.36
C: -0.20 3.49 -0.19
H: 1.14 0.36 -3.22
H: 0.52 -2.13 -2.39
H: -1.22 -0.92 -3.04
H: -0.02 4.36 -0.82
H: 5.10 1.95 -3.51
C: 2.49 3.03 -1.64

Properties
Multiplicity ... 4
E_tot ... -4751.0559 hartree
Total charge ... +1
Frontier orbital gap (spin up / spin down) ... 7.11 / 7.03 eV
Energy above the lowest of the compared OMol25 structures with the same formula, charge and spin ... 11.1 kcal per mole

=====

[4]
Below is a structure of composition C38H29F7N8OSeTa, with properties calculated with ωB97M-V/def2-TZVPD.

Atoms and positions in Å:
C: 1.43 -1.66 1.39
C: 1.07 5.30 1.73
C: 1.15 -0.70 -3.88
F: 3.41 0.91 -6.84
C: 1.15 5.34 0.35
H: -4.36 -3.92 -1.46
H: -1.00 1.83 2.85
H: -3.21 0.72 0.39
H: 0.00 -5.36 -2.20
C: 0.37 -3.56 -1.10
N: 0.95 -1.48 0.09
C: 1.99 -4.62 -2.51
C: -1.72 -1.04 -0.88
H: 3.91 -3.67 -2.61
H: 2.47 -3.98 3.62
H: -1.15 -2.36 3.69
C: 2.24 -3.00 3.21
C: 2.16 -0.62 3.48
N: 1.47 2.98 0.26
H: 2.84 -1.96 5.00
H: 1.08 6.27 -0.19
C: 2.45 -1.87 4.00
C: 0.72 -4.59 -1.96
C: -0.81 1.28 4.92
H: -1.88 -0.84 -3.02
F: 0.14 -2.17 -5.43
H: 2.27 -5.42 -3.19
H: 3.28 -1.84 -1.07
H: -1.24 4.12 -0.03
C: -3.64 -3.13 -1.30
H: -3.48 -2.59 -3.36
C: -2.13 2.40 0.33
C: -1.10 -0.29 3.14
H: 1.44 4.13 -1.43
C: 2.57 -2.61 -1.32
C: 1.00 -1.19 -5.16
N: -2.14 3.72 0.18
C: 1.74 -2.91 1.93
H: -3.07 5.56 0.02
C: 1.65 -0.53 2.19
H: 1.22 3.98 3.46
C: -3.35 4.51 0.04
C: -2.30 -1.79 0.17
Se: 2.17 0.98 -1.76
H: -3.88 4.27 -0.88
F: 3.65 1.84 -4.33
C: 2.67 0.38 -5.88
H: 1.60 -3.80 1.33
C: 1.36 4.15 -0.35
H: -4.01 4.36 0.90
H: -0.62 -3.53 -0.66
C: -1.07 -1.34 4.05
F: 1.67 -1.09 -7.42
C: -0.97 1.02 3.56
H: -4.14 2.15 0.22
F: -2.29 1.47 -2.12
H: -0.72 2.31 5.26
C: 1.23 4.08 2.38
Ta: 0.01 0.27 -0.41
N: 1.60 1.72 2.23
C: 2.02 0.32 -3.55
C: -0.78 0.24 5.83
F: -0.45 2.64 -2.21
C: -0.91 1.32 -2.22
H: -3.60 -3.34 0.85
O: -0.99 1.82 0.40
C: -0.90 -1.07 5.39
N: -3.27 1.72 0.47
C: -2.22 -1.36 -2.14
N: -1.27 -0.56 1.73
H: 0.93 6.20 2.30
N: 1.34 0.70 1.57
C: 2.78 0.85 -4.58
C: -3.23 -2.81 -0.02
H: -0.64 0.45 6.88
C: 1.29 -2.57 -0.79
C: -3.15 -2.38 -2.35
H: 2.31 0.28 4.06
C: 1.78 -0.64 -6.17
H: -0.73 0.95 -3.23
C: 1.40 2.96 1.58
N: -2.03 -1.52 1.52
F: 0.40 -1.24 -2.90
C: 2.92 -3.64 -2.19
H: -0.86 -1.88 6.11

Properties
Multiplicity ... 1
E_tot ... -5136.0692 hartree
Total charge ... +1
Frontier orbital gap ... 5.83 eV
Energy above the lowest of the compared OMol25 structures with the same formula, charge and spin ... 6.6 kcal per mole

=====

[5]
Below is a structure of composition C38H29IN2PPdS3Te, with properties calculated with ωB97M-V/def2-TZVPD.

Atoms and positions in Å:
H: 4.61 0.21 2.72
C: 1.15 -2.39 3.88
H: -2.02 -5.37 0.05
H: 2.36 0.70 7.00
C: -5.05 6.90 -2.43
H: 3.20 -0.79 2.34
H: -2.55 5.06 -3.80
H: 2.55 -3.81 1.14
H: -0.15 -0.69 3.87
C: -2.63 -2.78 -2.07
P: 1.20 -1.82 -0.69
H: 3.27 -5.22 -3.65
H: 4.03 -1.78 -0.18
C: 3.86 -2.54 -0.93
C: -1.18 -1.15 -3.08
C: 1.58 2.29 1.92
C: -3.70 -2.26 -2.84
C: -0.61 -3.82 -0.48
C: 0.43 -1.38 3.27
C: 2.36 -3.79 -2.34
C: 0.47 -1.23 1.90
N: -1.16 3.98 -1.75
C: -3.52 -1.21 -3.68
Te: 3.18 1.43 0.79
C: 2.76 0.87 3.63
H: -3.85 -4.37 -1.28
H: -5.72 7.71 -2.67
C: -2.22 -0.67 -3.82
H: 1.13 -2.50 4.96
C: -3.35 4.83 -1.82
H: -4.27 4.79 0.11
H: -0.08 -0.43 1.42
H: 0.14 -4.22 0.19
C: 1.95 -3.13 1.73
H: 0.31 3.16 4.16
C: 3.54 0.23 2.52
C: 1.23 -2.11 1.11
C: 2.95 0.47 4.95
C: -2.86 -3.93 -1.27
C: -4.25 5.26 -0.86
S: -1.37 1.55 -0.90
C: 2.20 1.02 5.97
C: -0.34 -2.68 -1.20
H: 0.65 2.42 6.48
C: -4.14 6.46 -3.38
C: 1.81 1.85 3.35
C: 2.56 -2.83 -1.36
H: 2.48 -4.05 3.59
C: 3.44 -4.47 -2.88
C: -5.10 6.30 -1.18
C: 4.94 -3.22 -1.47
H: -4.33 -0.81 -4.26
H: 5.57 -4.72 -2.87
I: 0.68 -0.38 -3.67
C: 1.24 1.99 5.69
C: 4.73 -4.19 -2.45
Pd: 1.58 0.43 -1.19
H: -4.67 -2.74 -2.75
C: 1.91 -3.26 3.11
H: -4.10 6.92 -4.35
S: -4.34 1.96 -0.83
H: 5.94 -3.00 -1.13
N: -2.44 3.76 -1.52
C: -1.86 -4.48 -0.53
C: 1.05 2.40 4.38
S: 1.23 2.86 -1.74
H: 1.35 -4.02 -2.68
H: 3.70 -0.28 5.17
C: -0.42 2.89 -1.49
C: -3.28 5.41 -3.08
C: -1.33 -2.18 -2.11
H: -5.81 6.66 -0.44
H: 1.61 3.37 1.82
H: 0.64 1.92 1.52
C: -2.83 2.50 -1.08
H: -2.05 0.12 -4.55

Properties
Multiplicity ... 3
E_tot ... -3804.2841 hartree
Total charge ... +1
Frontier orbital gap (spin up / spin down) ... 6.73 / 5.30 eV
Energy above the lowest of the compared OMol25 structures with the same formula, charge and spin ... 0.0 kcal per mole

=====

[6]
Below is a structure of composition C38H30AsBrInN5O2S2 at a distorted geometry, with properties calculated with ωB97M-V/def2-TZVPD.

Atoms and positions in Å:
H: 5.42 -1.64 -3.89
H: -3.97 4.48 3.21
Br: 0.48 0.88 -2.76
O: 4.43 0.04 -5.80
C: 1.24 4.41 -0.92
C: -1.78 2.00 2.64
H: 2.05 2.35 5.86
H: -3.39 0.90 5.43
H: -3.65 -3.55 0.81
C: -0.49 -2.29 -4.94
C: -0.84 -2.22 -2.47
H: 1.92 -1.85 3.17
H: 0.33 5.49 -2.51
N: -1.18 -2.05 -0.30
C: 1.01 2.00 4.01
C: -1.15 -2.37 2.05
H: -3.41 -1.75 -3.32
H: 4.32 0.33 2.85
C: -2.72 -1.80 -4.14
H: 5.25 -0.45 -5.99
N: 0.20 -2.16 2.05
H: 0.11 2.54 4.28
H: 1.96 3.32 0.76
As: -0.39 1.30 1.45
C: 2.93 -4.27 -0.29
C: -3.14 -1.50 -5.45
C: -2.24 -1.55 -6.49
H: -2.13 3.89 1.66
C: -1.90 -2.29 0.81
C: 3.25 1.22 4.48
C: -1.21 3.21 -0.53
C: 0.29 -2.44 4.42
H: -4.15 -1.16 -5.60
C: -1.80 -2.69 3.27
C: -3.38 -2.48 0.77
C: -3.87 2.68 4.34
C: 2.61 0.23 -4.34
C: -0.93 -1.98 -6.25
N: -1.81 -2.08 -1.51
C: -1.38 -2.12 -3.87
C: -3.47 3.54 3.32
C: 3.80 -1.41 -2.53
C: 2.33 0.91 2.32
S: 2.48 0.40 0.62
C: -3.16 1.52 4.58
C: -2.15 1.16 3.70
N: 2.16 -3.47 0.15
C: 2.06 -0.04 -3.10
C: 1.08 3.50 0.14
C: 1.12 1.50 2.73
H: 4.02 1.04 5.20
H: -3.72 -2.10 -0.20
C: 3.86 -0.31 -4.63
H: -1.58 0.25 3.88
C: -0.15 2.87 0.34
H: -1.92 4.40 -2.11
H: -3.85 -1.95 1.61
In: 1.00 -1.69 -0.16
H: -4.70 2.99 4.95
H: 2.07 0.92 -4.98
S: 3.95 -5.38 -0.84
H: -2.85 -2.92 3.27
H: 4.24 -2.09 -1.80
H: -1.59 -2.89 5.39
O: 0.38 -2.45 -2.28
H: -2.19 2.72 -0.38
H: 0.90 -2.44 5.29
C: -1.09 -2.71 4.44
C: 2.10 1.89 4.88
C: -1.06 4.17 -1.50
C: 0.87 -2.15 3.22
H: -2.51 -1.28 -7.52
H: 2.20 4.89 -1.10
C: 4.46 -1.16 -3.69
C: 3.39 0.76 3.19
C: -2.43 3.22 2.46
C: 0.18 4.77 -1.72
H: 0.52 -2.63 -4.81
N: 2.63 -0.83 -2.19
H: -0.26 -2.04 -7.11

Properties
Multiplicity ... 1
E_tot ... -7686.6691 hartree
Total charge ... 0
Frontier orbital gap ... 6.82 eV
Energy above the lowest of the compared OMol25 structures with the same formula, charge and spin ... 0.0 kcal per mole